10
Properties=species:S:1:pos:R:3:forces:R:3:nbo_charge:R:1 method="wB97M-V/def2-TZVPD" e_lumo_ev=0.6 mol_weight_da=88.1 gap_ev=10.61 de_lowest_kj_mol=36.02 smiles="NC(=O)NC=O"
O 0.261017 -0.644492 1.460821 0.182 0.130 -0.250 -0.631
O -2.816056 0.216601 -0.656426 0.856 0.004 0.174 -0.556
N 1.800838 -0.122343 -0.086832 -0.005 0.054 0.096 -0.829
N -0.495158 0.316504 -0.479826 -0.204 -0.334 0.315 -0.684
C -1.796457 0.018926 -0.038467 -0.266 0.187 -0.336 0.532
C 0.516652 -0.162473 0.372996 -0.024 -0.101 0.093 0.784
H -0.315422 0.617395 -1.435229 -0.129 -0.155 0.418 0.414
H 2.114148 0.556182 -0.759986 -0.091 -0.004 -0.024 0.393
H 2.436595 -0.368917 0.658316 0.164 0.110 -0.256 0.411
H -1.706157 -0.427387 0.964636 -0.483 0.109 -0.230 0.165